Model P:
Formula: C4H10N
Source: the OMol25 dataset
Level of theory: wB97M-V/def2-TZVPD

Computed properties:
Frontier orbital gap = 12.6520 eV
SMILES string = C1CC[NH2+]C1
LUMO energy = -3.531 eV
Total charge = +1

Each line ends with the Mulliken charge.
Geometry (Å):
C (-1.0755, -0.5936, 0.3781)  -0.560
C (-0.9752, 0.5091, -0.6840)  -0.428
C (0.5043, 0.8849, -0.7952)  -0.555
N (1.2261, -0.1730, 0.0014)  -0.201
C (0.2832, -0.5624, 1.1027)  -0.643
H (-1.8827, -0.4511, 1.0910)  0.329
H (-1.1499, -1.5868, -0.0600)  0.323
H (-1.4157, 0.0372, -1.5646)  0.276
H (-1.5021, 1.4568, -0.5763)  0.344
H (0.7619, 0.8150, -1.8490)  0.311
H (0.7580, 1.8146, -0.2990)  0.371
H (1.3906, -1.0003, -0.5910)  0.366
H (2.1765, 0.1113, 0.2828)  0.338
H (0.5884, -1.4465, 1.6608)  0.395
H (0.3122, 0.1847, 1.9024)  0.333

Model Q:
Formula: C4H10N
Source: the OMol25 dataset
Level of theory: wB97M-V/def2-TZVPD

Computed properties:
Frontier orbital gap = 11.2553 eV
SMILES string = C=C([NH3+])CC
LUMO energy = -3.758 eV
Total charge = +1

Each line ends with the Mulliken charge.
Geometry (Å):
C (1.1076, 1.0882, 1.2443)  -1.082
C (0.5072, 0.2419, 0.4357)  0.640
N (1.3718, -0.4970, -0.5313)  -0.296
C (-0.9309, -0.1822, 0.4845)  -0.513
C (-1.6266, -0.2791, -0.8908)  -0.951
H (0.5394, 1.6917, 1.9397)  0.274
H (2.1662, 1.3266, 1.2279)  0.250
H (1.1290, -1.4817, -0.6074)  0.374
H (2.3654, -0.3638, -0.3346)  0.355
H (1.2532, -0.0711, -1.4592)  0.372
H (-1.4113, 0.5462, 1.1064)  0.391
H (-1.0109, -1.1166, 1.0488)  0.311
H (-2.3394, -1.0914, -0.9092)  0.306
H (-2.2163, 0.6156, -1.0629)  0.284
H (-0.9044, -0.4272, -1.6918)  0.285

How do the energies compare? Relative to the most stable structure, in hartree: model P 0.0000; model Q 0.0248.

Model P:
Formula: C4H10N
Source: the OMol25 dataset
Level of theory: wB97M-V/def2-TZVPD

Computed properties:
Frontier orbital gap = 14.3265 eV
SMILES string = C[N+]1(C)CC1
LUMO energy = -2.862 eV
Total charge = +1

Each line ends with the Mulliken charge.
Geometry (Å):
C (-0.2327, -1.5226, 0.0832)  -0.959
N (0.0631, -0.1104, 0.0798)  0.123
C (-1.2704, 0.9036, 0.1829)  -0.796
C (0.9919, 0.4460, -0.8502)  -0.331
C (1.3382, 0.5793, 0.5206)  -0.250
H (0.6074, -2.0778, -0.2588)  0.421
H (-0.5762, -1.8610, 1.1160)  0.299
H (-0.9373, -1.5963, -0.6956)  0.401
H (-0.7400, 1.6522, 0.7245)  0.333
H (-1.5432, 1.1974, -0.8275)  0.321
H (-2.0487, 0.6146, 0.8468)  0.378
H (0.5029, 1.3669, -1.4358)  0.229
H (1.5216, -0.2279, -1.5047)  0.325
H (2.0582, -0.2419, 0.9331)  0.267
H (1.1951, 1.5572, 0.9771)  0.236

Model Q:
Formula: C4H10N
Source: the OMol25 dataset
Level of theory: wB97M-V/def2-TZVPD

Computed properties:
Frontier orbital gap = 10.4855 eV
LUMO energy = -4.210 eV
Total charge = +1

Each line ends with the Mulliken charge.
Geometry (Å):
C (-0.5330, 0.3084, 1.1304)  -0.808
C (0.0500, 0.8014, -0.2015)  -0.123
C (0.2419, -0.5791, 0.2317)  -0.027
C (-0.9638, 1.0540, -1.3210)  -1.356
N (1.5529, -1.3011, 0.4911)  -0.105
H (-0.0482, 0.6345, 2.0609)  0.270
H (-1.5504, 0.1152, 1.2664)  0.230
H (0.9019, 1.3468, -0.1080)  0.569
H (-1.0004, -1.6433, -0.5245)  0.269
H (-1.1740, 2.1367, -1.5483)  0.362
H (-2.0544, 0.8334, -1.0223)  0.297
H (-0.6869, 0.6921, -2.2655)  0.350
H (2.1327, -1.0411, -0.2174)  0.320
H (1.2987, -2.2201, 0.5086)  0.346
H (1.8330, -1.1376, 1.5193)  0.405

How do the energies compare? Relative to the most stable structure, in hartree: model P 0.0000; model Q 0.0909.

Model P:
Formula: C17H22N2O4S
Source: the OMol25 dataset
Level of theory: wB97M-V/def2-TZVPD

Computed properties:
Frontier orbital gap = 8.7166 eV
SMILES string = CCOCCCNC(=O)c1ccc(NC(=O)C2=CSCCO2)cc1
LUMO energy = 0.384 eV

Each line ends with the Mulliken charge.
Geometry (Å):
C (-8.2663, -3.2955, -0.4393)  -1.297
C (-7.8185, -1.8564, -0.2359)  -0.099
O (-6.4094, -1.8130, -0.3205)  -0.373
C (-5.8269, -0.5946, 0.0723)  -0.306
C (-6.0032, 0.5331, -0.9520)  -0.332
C (-5.2147, 1.7809, -0.5521)  -0.977
N (-3.7915, 1.5480, -0.5166)  -0.127
C (-3.1002, 1.4700, 0.6487)  0.411
O (-3.6195, 1.6620, 1.7322)  -0.651
C (-1.6543, 1.1412, 0.5039)  0.459
C (-0.8978, 1.4845, -0.6128)  -0.611
C (0.4456, 1.1713, -0.6829)  -0.778
C (1.0602, 0.4988, 0.3714)  1.001
N (2.4072, 0.1521, 0.3610)  -0.047
C (3.3385, 0.3436, -0.6148)  0.329
O (3.1385, 0.8669, -1.6930)  -0.716
C (4.6816, -0.1713, -0.2285)  0.115
C (5.7010, -0.0352, -1.0879)  -0.088
S (7.3118, -0.6404, -0.8671)  -0.135
C (6.9865, -1.6407, 0.6216)  -0.565
C (6.0531, -0.8771, 1.5504)  -0.572
O (4.7526, -0.7467, 1.0219)  -0.439
C (0.3085, 0.1644, 1.4992)  -0.611
C (-1.0283, 0.4896, 1.5644)  -0.952
H (-7.8285, -3.9307, 0.3254)  0.313
H (-7.9357, -3.6492, -1.4117)  0.315
H (-9.3495, -3.3598, -0.3833)  0.386
H (-8.1427, -1.4912, 0.7513)  0.283
H (-8.2737, -1.2128, -1.0037)  0.251
H (-4.7633, -0.8171, 0.1935)  0.133
H (-6.2256, -0.2725, 1.0456)  0.334
H (-5.6682, 0.1750, -1.9286)  0.258
H (-7.0575, 0.8022, -1.0320)  0.344
H (-5.4985, 2.0988, 0.4541)  0.394
H (-5.4270, 2.5920, -1.2571)  0.328
H (-3.3517, 1.2490, -1.3719)  0.259
H (-1.3437, 2.0325, -1.4301)  0.451
H (1.0279, 1.4455, -1.5465)  0.524
H (2.7456, -0.3127, 1.1947)  0.211
H (5.5306, 0.4694, -2.0230)  0.374
H (7.9453, -1.8297, 1.0983)  0.406
H (6.5312, -2.5808, 0.3107)  0.317
H (5.9266, -1.4183, 2.4918)  0.340
H (6.4736, 0.1159, 1.7583)  0.357
H (0.7832, -0.3478, 2.3244)  0.347
H (-1.6151, 0.2462, 2.4370)  0.437

Model Q:
Formula: C17H22N2O4S
Source: the OMol25 dataset
Level of theory: wB97M-V/def2-TZVPD

Computed properties:
Frontier orbital gap = 7.0873 eV
SMILES string = Cc1ccc(S(=O)(=O)N=C=O)cc1.C1=C(N2CCOCC2)CCC1
LUMO energy = -0.231 eV

Each line ends with the Mulliken charge.
Geometry (Å):
C (-1.1778, -4.4647, -5.8424)  -1.342
C (-0.3308, -3.5485, -5.0027)  0.882
C (0.5657, -4.0736, -4.0651)  -0.548
C (1.3142, -3.2331, -3.2379)  -0.356
C (1.1435, -1.8498, -3.3302)  0.128
S (2.1017, -0.7450, -2.2824)  1.318
O (3.0214, -1.5390, -1.5074)  -0.633
O (2.5498, 0.3590, -3.0916)  -0.623
N (0.9685, 0.0706, -1.0035)  -0.531
C (1.4692, 0.3347, 0.0958)  0.993
O (2.1242, 0.4901, 1.0803)  -0.521
C (0.3319, -1.3098, -4.3283)  -0.524
C (-0.4196, -2.1578, -5.1397)  -0.692
H (-1.8226, -3.8841, -6.5079)  0.341
H (-0.5605, -5.1319, -6.4560)  0.325
H (-1.8159, -5.0992, -5.2147)  0.322
H (0.6731, -5.1581, -3.9831)  0.366
H (2.0273, -3.6457, -2.5282)  0.455
H (0.2850, -0.2322, -4.4635)  0.394
H (-1.0888, -1.7394, -5.8947)  0.273
C (-0.4734, 1.5003, 0.8079)  -1.046
C (-0.3848, 2.0818, 2.0673)  0.757
N (-0.4473, 1.4526, 3.2620)  0.100
C (-0.4528, -0.0125, 3.2480)  -0.319
C (-0.6930, -0.6180, 4.6289)  -0.764
O (0.0046, 0.0754, 5.6644)  -0.367
C (-0.4151, 1.4396, 5.7495)  -0.714
C (-0.1228, 2.2161, 4.4730)  -0.445
C (-0.2153, 3.5836, 1.9814)  -0.804
C (-0.3700, 3.8964, 0.4783)  -0.820
C (-0.6187, 2.5457, -0.2592)  -0.469
H (-0.8172, 0.4783, 0.6352)  0.634
H (-1.2565, -0.3568, 2.5811)  0.298
H (0.5073, -0.3950, 2.8473)  0.214
H (-1.7845, -0.6303, 4.8157)  0.350
H (-0.2807, -1.6350, 4.6575)  0.334
H (-1.4987, 1.5171, 5.9651)  0.353
H (0.1765, 1.8574, 6.5752)  0.333
H (0.9463, 2.5063, 4.4703)  0.312
H (-0.7216, 3.1377, 4.4849)  0.279
H (0.7738, 3.8974, 2.3541)  0.305
H (-0.9612, 4.1340, 2.5776)  0.350
H (0.5224, 4.4009, 0.0945)  0.311
H (-1.2231, 4.5653, 0.3203)  0.257
H (-1.6309, 2.5309, -0.6855)  0.357
H (0.0771, 2.3883, -1.0913)  0.176

How do the energies compare? Relative to the most stable structure, in hartree: model P 0.0000; model Q 0.1103.

Model P:
Formula: C4H13N2O
Source: the OMol25 dataset
Level of theory: wB97M-V/def2-TZVPD

Computed properties:
Frontier orbital gap = 8.8337 eV
LUMO energy = -3.517 eV
Total charge = +1

Each line ends with the Mulliken charge.
Geometry (Å):
C (-1.6545, -0.4511, 1.1287)  -1.311
C (-0.3145, -1.0912, 1.6757)  -0.339
C (0.5887, -1.0197, 0.5056)  0.520
C (0.3227, -0.1633, -0.5810)  -0.744
N (1.5136, 0.3815, -1.2956)  -0.208
N (1.5962, -1.9456, 0.3983)  -0.448
H (-2.0390, -0.9669, 0.2440)  0.399
H (-2.4173, -0.4104, 1.8639)  0.431
H (-1.3361, 0.6219, 1.2928)  0.287
H (0.0769, -0.5780, 2.5504)  0.346
H (-0.7317, -2.0599, 1.9317)  0.336
H (-0.5981, -0.2989, -1.0838)  0.349
H (1.4945, 1.4123, -1.3492)  0.337
H (1.7442, -0.1121, -2.1167)  0.316
H (2.1915, 0.0560, -0.6988)  0.338
H (1.7562, -2.7878, 0.9631)  0.256
H (2.0810, -2.1131, -0.4324)  0.133
H (-1.9697, 3.3667, -1.8921)  0.323
H (-1.0739, 4.4873, -1.7706)  0.312
O (-1.2308, 3.6722, -1.3341)  -0.630

Model Q:
Formula: C4H13N2O
Source: the OMol25 dataset
Level of theory: wB97M-V/def2-TZVPD

Computed properties:
Frontier orbital gap = 11.5165 eV
LUMO energy = -3.161 eV
Total charge = +1

Each line ends with the Mulliken charge.
Geometry (Å):
C (-1.3546, -0.8703, 0.5134)  -0.382
O (-1.4865, 0.2995, -0.3673)  -0.578
C (0.1113, -1.2578, 0.6043)  -0.048
C (0.4770, -2.2183, 1.7097)  -1.408
H (-1.6972, -0.5582, 1.5022)  0.312
H (-1.9683, -1.6940, 0.1542)  0.336
H (-2.4445, 0.3508, -0.5056)  0.284
H (0.4095, -1.6764, -0.3637)  0.250
H (0.7339, -0.3544, 0.6315)  0.173
H (0.0361, -3.2089, 1.5695)  0.346
H (1.5517, -2.3966, 1.7462)  0.355
H (0.1585, -1.9002, 2.7040)  0.357
N (0.8540, 1.1533, -2.0987)  -0.236
C (0.9654, 2.2300, -1.3704)  0.122
N (0.2445, 2.4993, -0.3099)  -0.194
H (0.1796, 0.4380, -1.8660)  0.209
H (1.5425, 0.9821, -2.8069)  0.250
H (1.7255, 2.9528, -1.6421)  0.374
H (0.3938, 3.3987, 0.1093)  0.230
H (-0.4322, 1.8305, 0.0863)  0.249

How do the energies compare? Relative to the most stable structure, in hartree: model P 0.1332; model Q 0.0000.

Model P:
Formula: C4H11OP
Source: the OMol25 dataset
Level of theory: wB97M-V/def2-TZVPD

Computed properties:
Frontier orbital gap = 10.5017 eV
SMILES string = CPC(C)(C)O
LUMO energy = 0.819 eV

Each line ends with the Mulliken charge.
Geometry (Å):
C (-1.5221, -1.5656, -0.4992)  -1.116
P (-1.4443, 0.2614, -0.0429)  0.113
C (0.4118, 0.3243, 0.1039)  0.946
C (0.7205, 1.2962, 1.1937)  -1.472
C (1.0488, 0.7950, -1.2142)  -1.469
O (1.0886, -1.1445, 0.8234)  -0.576
H (-1.9633, -2.1716, 0.2047)  0.345
H (-0.5026, -1.8225, -0.8193)  0.417
H (-2.1286, -1.5861, -1.4353)  0.270
H (-1.5682, -0.1749, 1.1999)  -0.008
H (-0.0398, 1.1585, 2.0913)  0.327
H (1.7174, 1.1873, 1.4881)  0.385
H (0.4014, 2.3214, 0.8481)  0.386
H (2.0709, 0.5520, -1.2705)  0.387
H (0.8598, 1.8525, -1.3170)  0.376
H (0.5124, 0.4880, -2.0802)  0.411
H (0.3374, -1.7716, 0.7255)  0.278

Model Q:
Formula: C4H11OP
Source: the OMol25 dataset
Level of theory: wB97M-V/def2-TZVPD

Computed properties:
Frontier orbital gap (alpha / beta) = 7.9109 / 7.1941 eV
LUMO energy (alpha / beta) = -0.215 / -0.226 eV

Each line ends with the Mulliken charge.
Geometry (Å):
C (-2.0238, -1.0709, -0.7358)  -0.822
C (0.7156, -2.0162, 0.7504)  -0.890
C (0.4057, 3.2088, -0.1820)  -1.012
C (0.8714, -0.9260, -0.4873)  -0.635
O (-0.7967, 0.5274, 1.0097)  -0.415
P (-0.6899, 0.0839, -0.5171)  0.281
H (-2.1997, -1.2501, -1.7903)  0.314
H (-2.5613, -1.2363, 0.2134)  0.319
H (0.2465, -1.6643, 1.6534)  0.299
H (0.2110, -3.0072, 0.3384)  0.253
H (1.8313, -2.1593, 0.9416)  0.288
H (1.4322, 2.7429, -0.0053)  0.323
H (0.4581, 3.7548, -1.1893)  0.251
H (-0.1644, 3.5583, 0.5382)  0.398
H (0.9366, -1.5574, -1.3369)  0.368
H (1.7301, -0.3296, -0.3078)  0.402
H (-0.4027, 1.3415, 1.1066)  0.276

How do the energies compare? Relative to the most stable structure, in hartree: model P 0.0000; model Q 0.0874.